Entry 1:
Formula: C47H70ClF6N15O3PS
Source: the OMol25 dataset
Level of theory: ωB97M-V/def2-TZVPD

Geometry as XYZ:
```
144
Properties=species:S:1:pos:R:3:lowdin_charge:R:1
C 1.083 2.821 4.664 -0.12
H 7.111 3.098 7.433 0.09
H -0.202 4.630 -1.336 0.08
H 1.720 0.380 -8.836 0.03
H 2.097 2.462 5.178 0.10
H 6.638 -0.592 3.972 0.04
C -7.073 9.930 5.038 -0.28
H -6.540 -2.519 -7.649 0.08
C 0.393 3.724 -1.794 -0.18
N -5.700 8.170 -0.128 0.11
H 5.046 0.274 4.704 0.05
C 3.059 -4.230 1.176 -0.61
H -3.216 -7.133 -5.792 0.09
H -3.093 -3.196 2.849 0.06
C 0.731 0.308 1.244 -0.17
C -2.380 -6.564 -5.372 -0.06
C 7.669 -0.543 1.256 -0.24
N -4.362 -0.347 -7.826 0.14
C 0.600 -1.816 -6.209 -0.24
N -7.451 -4.863 -9.638 0.11
H 1.021 3.989 4.873 0.13
C 1.972 -0.085 3.725 0.13
H 2.853 -4.698 0.097 0.11
C 1.820 0.416 -9.926 -0.10
H 2.352 3.019 2.777 0.15
H -3.666 -4.390 4.012 0.09
H -3.261 1.191 1.990 0.09
H -3.755 -6.908 -10.400 0.08
C 3.748 -5.487 2.038 -0.14
H -9.073 10.630 4.772 0.08
H -2.775 -0.452 -5.042 0.07
H -3.884 -2.670 4.334 0.09
H -1.373 3.572 0.944 0.09
H 1.066 5.608 8.295 0.08
O 1.187 -3.174 -1.293 -0.35
H -2.510 2.396 0.006 0.08
H -4.169 -6.078 -11.898 0.08
C -1.884 -3.370 4.600 -0.25
H 3.295 -3.586 4.027 0.12
H 2.048 2.267 -1.205 0.10
H -1.461 -7.101 -5.630 0.09
C -2.686 -1.845 -0.970 -0.15
H -0.391 -3.482 -5.314 0.04
C -8.378 9.892 4.357 -0.08
C -3.189 -3.408 3.919 -0.06
H 7.287 -1.678 -0.512 0.08
H 1.863 -3.046 5.139 0.14
C -5.198 8.259 0.918 -0.27
H -4.748 4.785 -1.535 0.09
N -3.175 -3.798 -9.874 0.13
C 5.686 2.454 5.979 -0.26
F -1.577 -3.154 0.960 -0.02
F -1.462 -4.153 -1.277 0.02
O 3.640 -1.886 5.382 -0.21
C -2.216 1.739 2.170 -0.18
H -5.310 -6.092 -10.555 0.05
N -6.042 9.960 5.577 0.12
H 8.425 -3.614 5.662 0.09
H -0.395 5.093 7.455 0.08
C -6.374 -2.637 -8.725 -0.10
C 8.542 -4.081 4.679 -0.05
H 4.917 -0.783 3.096 0.06
C 1.275 2.569 3.030 -0.13
S 0.225 -2.048 -0.742 0.86
N -2.342 -4.084 -6.265 0.16
F -2.567 -0.593 -0.167 0.03
H 8.922 -3.312 3.998 0.08
H -5.224 3.113 -1.238 0.08
C 1.588 -3.768 1.827 -0.16
H -3.798 9.156 2.257 0.09
H -8.282 10.105 3.287 0.08
C 0.849 -1.329 0.914 -0.11
N 0.911 7.383 5.630 0.12
N 4.933 2.672 5.119 0.13
N 0.915 -1.192 -7.139 0.16
N 1.474 -2.250 1.988 -0.06
C -6.975 -3.881 -9.235 -0.27
N -4.467 4.336 1.628 0.14
C -4.247 -6.018 -10.808 -0.07
H 1.349 -4.358 2.837 0.14
H 5.659 -2.038 6.059 0.14
H 9.323 -4.844 4.774 0.09
H -0.407 -2.016 -4.337 0.06
H -2.791 -2.105 -5.653 0.02
H -1.475 1.058 2.765 0.06
C -4.842 4.248 0.530 -0.26
H 1.635 3.580 0.211 0.08
O 0.142 -1.016 -1.885 -0.35
C 2.766 -2.642 4.471 -0.13
C 6.640 2.180 7.067 -0.06
H -1.619 -0.945 -6.277 0.05
H 4.751 -5.056 2.516 0.01
C 1.193 2.847 -0.618 -0.41
H -6.794 -1.753 -9.216 0.08
C -3.609 -0.661 -6.996 -0.23
H -8.855 8.911 4.450 0.08
H 6.140 -0.370 -0.224 0.07
C 0.201 -2.605 -5.032 -0.07
H -4.075 7.438 2.537 0.07
C -1.471 -2.855 -0.517 -0.21
H 0.785 -4.210 1.062 0.13
C 0.595 6.759 6.560 -0.28
H 7.763 -0.007 -0.808 0.09
F -3.969 -2.552 -0.606 0.03
F -2.763 -1.601 -2.437 0.06
H -5.292 8.617 3.021 0.06
H 2.368 0.339 4.744 0.12
P -0.075 1.596 0.066 0.90
C -2.359 -5.179 -5.871 -0.21
H 5.348 -3.003 4.469 0.08
C 5.475 -0.682 4.137 -0.09
H -0.411 6.559 8.432 0.08
H -2.480 2.645 2.902 0.08
H 6.150 1.704 7.924 0.09
N -0.853 -3.341 5.139 0.13
C 0.197 5.970 7.737 -0.08
H 0.984 -0.153 -10.346 0.08
Cl 4.221 -2.808 0.897 0.56
C 2.033 -1.690 3.313 0.04
N 8.044 -0.455 2.354 0.13
C 7.276 -4.658 4.196 -0.22
H -5.291 -2.614 -8.889 0.03
N 1.858 2.896 -10.818 0.11
H 1.087 4.002 -2.695 0.09
H 0.507 3.204 2.417 0.10
C -4.563 8.372 2.242 -0.07
C 5.062 -2.014 5.031 -0.22
H 2.739 -0.121 -10.184 0.08
C 1.841 1.801 -10.425 -0.28
H 4.024 -6.349 1.288 0.10
H -6.371 4.421 -0.950 0.09
C -1.624 2.413 0.804 -0.44
C -3.648 -4.778 -10.286 -0.26
C 1.316 0.972 2.665 -0.06
H 3.068 -5.836 2.935 0.09
N 6.275 -5.113 3.815 0.14
H -2.480 -6.600 -4.282 0.08
H 1.071 -2.967 -4.474 0.08
C -2.657 -1.058 -5.946 -0.09
H 7.443 1.511 6.742 0.09
F -0.089 2.082 5.231 -0.13
C -5.317 4.137 -0.859 -0.07
C 7.194 -0.654 -0.133 -0.07
H -0.437 2.980 -2.216 0.07
```

Summary:
LUMO level, eV: -5.02
Relative energy (zero: lowest compared OMol25 entry of this formula, charge and spin), kcal per mole: 412.6
Total charge: +1
Strongest force on any atom, eV/Å: 8.66
Spin multiplicity: 1


Entry 2:
Formula: C47H72Cl3N9O2
Source: the OMol25 dataset
Level of theory: ωB97M-V/def2-TZVPD

Geometry as XYZ:
```
133
Properties=species:S:1:pos:R:3:mulliken_spin:R:1
C 6.724 2.303 -5.942 0.00
H -7.024 -5.868 -0.343 0.00
H 1.800 -8.943 -4.639 0.00
H 6.930 4.466 -6.548 -0.01
H -5.887 -4.549 1.544 0.00
C -2.228 5.320 -5.544 0.00
H -1.079 2.243 -0.506 0.00
H -4.405 4.778 8.028 0.00
N 0.166 -3.923 7.029 0.36
H -5.012 5.952 -3.814 0.00
H -2.621 -1.614 -1.375 0.00
H 2.990 -3.173 -8.461 0.00
H 4.136 1.703 -2.822 0.00
Cl -3.056 6.810 8.227 0.00
C -2.629 1.134 0.386 0.00
H 2.368 6.994 0.276 0.00
H -8.477 0.751 7.074 0.00
C -3.541 7.070 -4.971 0.00
N 1.004 -6.920 -4.832 0.00
H -0.394 -2.994 3.766 0.00
H -9.852 -5.292 2.710 0.00
H 7.318 0.181 -5.377 0.00
C 4.603 2.677 -2.670 0.00
C 0.150 -1.454 6.747 0.01
C -0.524 -1.561 5.355 0.00
H 7.046 4.548 -4.110 0.00
C -3.221 4.861 -4.715 0.00
H 8.124 3.380 -7.336 0.00
H 1.018 6.781 -1.987 0.00
C -3.213 -0.079 0.099 0.00
H 0.378 -9.084 -2.473 0.00
H 5.831 2.405 -7.873 0.00
C -0.018 -6.280 -4.117 0.00
C 6.545 4.209 -3.203 0.02
C 1.301 7.152 0.210 0.00
H -7.374 2.703 3.430 0.00
H -4.013 -0.525 0.670 0.00
H -9.521 -6.726 0.580 0.00
O 4.624 3.609 -5.616 0.61
H -1.764 -3.355 8.583 0.00
C -3.347 5.036 8.011 0.00
H -3.235 3.809 -4.473 0.00
C -7.544 -5.711 0.591 0.00
N -0.681 7.067 -0.634 0.00
Cl -2.411 4.137 9.203 0.00
H -1.956 -4.947 4.658 0.00
C -8.454 1.395 6.207 0.00
H 5.099 -4.740 -9.027 0.00
H 6.213 -5.296 -6.880 0.00
C 3.848 -3.099 -6.426 0.00
H 8.485 1.228 -5.977 0.00
C -0.781 7.286 0.745 0.00
Cl -2.682 4.662 6.430 0.00
H -0.312 -5.320 -4.516 0.00
H -2.108 -2.063 7.500 0.00
H 8.626 0.686 -3.437 0.00
H 7.085 0.995 -7.638 0.00
H 0.774 -3.054 9.771 0.00
C -0.362 -7.038 -3.022 0.00
H 7.220 4.117 -2.353 0.00
C 7.597 1.235 -5.346 0.01
C -7.863 2.428 4.352 0.00
C -1.436 -2.353 8.307 0.02
H -0.672 0.254 -1.969 0.00
C 7.592 3.610 -6.413 0.04
N -2.440 6.636 -5.783 0.00
O 0.182 -5.184 7.937 0.59
H 4.816 2.918 -1.628 0.00
H -7.779 -3.881 3.411 0.00
H -1.536 -1.780 9.228 0.00
C -1.515 0.310 -1.296 0.00
H -2.864 1.842 1.167 0.00
H 1.470 -6.450 -5.595 0.00
H 3.808 3.401 -2.844 0.00
N -1.653 1.413 -0.505 0.00
C 8.017 1.456 -3.910 -0.01
H 1.231 -1.339 6.658 0.00
H -0.143 -0.517 7.220 0.00
H 1.033 -2.716 4.581 0.00
H 8.371 3.816 -5.679 0.00
H -6.391 1.096 5.289 0.00
C 4.797 -4.016 -5.882 0.00
H -2.326 -3.479 5.698 0.00
C 4.761 -4.396 -8.060 0.00
H -9.589 3.833 4.374 0.00
H -2.139 -5.150 6.364 0.00
H 7.244 1.872 -2.118 0.00
C -2.483 -0.639 -0.930 0.00
H -3.875 8.097 -4.944 0.00
C 0.625 7.057 -1.019 0.00
H 3.372 -2.235 -5.986 0.00
C -0.326 -4.065 5.622 -0.02
H 0.075 -6.305 5.204 0.00
C -0.032 -2.838 4.782 0.02
C 1.089 -8.203 -4.303 0.00
C 5.856 2.855 -3.585 0.00
C -6.925 -4.846 1.559 0.00
H 0.731 -1.357 9.333 0.00
N -9.038 -5.149 2.130 0.00
H 5.455 1.006 -7.116 0.00
H -1.739 7.182 1.233 0.00
N 5.589 2.677 -5.034 0.33
H 5.921 5.061 -2.930 0.00
H -10.155 2.519 6.629 0.00
H 1.409 -5.138 4.817 0.00
N -9.408 2.365 5.967 0.00
H 6.231 0.784 -3.104 0.00
H -1.867 7.238 -6.356 0.00
C -9.010 3.051 4.844 0.00
C 6.317 1.661 -7.242 0.00
C 0.928 -2.357 8.947 0.01
C -7.343 1.596 5.389 0.00
H 8.598 2.378 -3.910 0.00
C 3.724 -3.500 -7.739 0.00
C -8.784 -6.106 1.069 0.00
C -1.811 -4.435 5.609 0.04
C -0.026 -2.599 7.767 -0.01
H 5.150 -3.953 -4.863 0.00
N 5.389 -4.713 -6.891 0.00
H 1.986 -2.523 8.744 -0.01
H -0.162 -0.790 4.675 0.00
C 0.472 7.345 1.300 0.00
C 6.836 1.691 -3.113 0.02
H -1.328 4.911 -5.980 0.00
H 0.741 7.475 2.338 0.00
H -1.614 -1.588 5.337 0.00
C 0.333 -5.310 4.843 0.01
C -4.156 5.934 -4.472 0.00
H 0.131 -5.257 3.773 0.00
H -1.092 -6.686 -2.308 0.00
C 0.320 -8.239 -3.144 0.00
C -7.906 -4.512 2.543 0.00
H -1.448 6.760 -1.215 0.00
```

Summary:
LUMO level (alpha / beta), eV: 0.19 / -0.44
<S²>: 2.012
Strongest force on any atom, eV/Å: 7.02
Spin multiplicity: 3